Entry 1:
15
Properties=species:S:1:pos:R:3:forces:R:3:lowdin_charge:R:1 method="wB97M-V/def2-TZVPD" homo_lumo_gap_ev=7.12 energy_ev=-8387.5085 charge=-1 smiles=C[C@H]([O-])CCO relative_energy_ev=2.983 e_homo_ev=-2.708 lumo_energy_ev=4.414
C 0.41595 1.71254 0.54773 2.9 0.7 3.6 -0.278
O 0.06634 1.40984 1.95668 -0.8 -1.1 -2.2 -0.179
C 0.23889 0.62537 -0.47274 1.2 -0.2 -0.6 -0.180
C -0.09648 -0.75972 0.11519 -2.0 0.9 3.0 -0.587
C -0.41273 -1.75171 -0.90668 1.6 1.3 -3.9 -0.127
O -1.20606 -0.79648 1.03038 0.4 1.6 -0.8 -0.361
H 1.51740 1.96001 0.72239 -1.0 0.0 -0.9 0.108
H -0.09317 2.63010 0.39464 -0.5 0.9 -1.0 0.074
H -0.48340 0.99370 -1.20267 -0.4 -0.5 -0.1 0.099
H 1.22636 0.53687 -1.03580 -1.0 0.0 0.5 0.116
H 0.66992 -1.08461 0.86734 0.8 0.1 -1.5 0.133
H 0.44416 -2.01307 -1.49847 1.4 -0.5 -0.2 0.049
H -1.04965 -1.53606 -1.79784 -0.6 0.6 1.3 0.088
H -0.68381 -2.57527 -0.40871 -1.5 -3.3 1.5 0.022
H -0.55372 0.64849 1.68855 -0.4 -0.4 1.4 0.024


Entry 2:
15
Properties=species:S:1:pos:R:3:forces:R:3:lowdin_charge:R:1 method="wB97M-V/def2-TZVPD" homo_lumo_gap_ev=7.23 energy_ev=-8388.9394 charge=-1 relative_energy_ev=1.552 e_homo_ev=-2.950 lumo_energy_ev=4.285
C 2.62880 -0.52538 0.88037 -0.3 -0.1 0.7 -0.107
C 1.51710 0.24202 1.11217 0.0 -0.7 0.2 -0.498
O 0.33660 -0.15535 1.45552 0.5 0.3 -0.1 -0.212
H 3.54860 0.00432 0.70969 0.4 0.0 -0.2 -0.022
H 2.67165 -1.59253 1.16819 -0.1 0.6 -0.4 0.013
H 1.65042 1.34018 0.99249 0.0 -0.2 -0.2 0.087
H -0.55860 0.90295 0.77759 -0.5 0.0 0.0 0.008
C -1.94161 0.36824 -0.47558 0.0 0.3 1.1 -0.369
O -1.27200 1.40584 0.23940 -0.2 -0.4 -0.5 -0.164
C -1.01676 -0.46538 -1.33230 0.0 0.1 -1.0 -0.122
H -2.78958 0.80338 -1.05355 0.6 -0.1 0.2 0.099
H -2.37705 -0.34142 0.24704 -0.3 0.2 0.0 0.097
H -1.65094 -1.05304 -2.01412 0.3 -0.1 0.0 0.058
H -0.35782 -1.12624 -0.75916 -0.2 0.3 0.0 0.062
H -0.38881 0.19240 -1.94773 0.0 -0.1 0.1 0.071


Entry 3:
15
Properties=species:S:1:pos:R:3:forces:R:3:lowdin_charge:R:1 method="wB97M-V/def2-TZVPD" homo_lumo_gap_ev=7.38 energy_ev=-8389.2406 charge=-1 relative_energy_ev=1.251 e_homo_ev=-3.498 lumo_energy_ev=3.882
C -1.42377 -1.48041 -0.15970 4.5 -1.6 3.0 -0.171
C -2.02950 -1.61868 1.25253 0.4 -1.9 0.4 -0.200
H -0.86106 -2.48794 -0.38249 -1.5 1.9 -0.3 0.093
H -2.18980 -1.20207 -0.75320 -1.9 0.7 -2.7 0.006
H -0.60358 -0.71399 -0.12704 -0.9 -0.5 -0.6 0.061
H -1.63206 -2.62648 1.66168 -1.2 1.4 -0.3 0.069
H -3.14442 -1.60160 1.13917 0.9 -0.2 0.7 0.059
H -1.67230 -0.87985 1.97573 -0.3 0.2 -0.3 0.047
C 2.51817 1.61067 -0.50462 0.0 -1.8 -0.3 -0.070
C 1.16115 2.14452 -0.82224 -1.8 -4.6 -2.3 -0.806
O 0.88441 3.29374 -0.56505 -0.5 2.1 0.6 -0.048
O 0.44640 1.22686 -1.42123 0.3 1.7 0.8 -0.176
H 2.60165 0.61539 -0.06115 -0.8 0.0 0.3 0.061
H 2.86512 2.29296 0.16522 2.2 1.9 1.7 0.019
H 3.07959 1.42687 -1.39760 0.6 0.7 -0.7 0.057


Entry 4:
15
Properties=species:S:1:pos:R:3:forces:R:3:lowdin_charge:R:1 method="wB97M-V/def2-TZVPD" homo_lumo_gap_ev=6.26 energy_ev=-8387.4681 charge=-1 smiles=[O-]CCCCO relative_energy_ev=3.024 e_homo_ev=-2.298 lumo_energy_ev=3.964
C 0.15669 0.84294 0.51018 0.8 -0.6 -0.5 -0.225
C -0.61833 -0.39197 1.02400 0.5 -0.5 -1.4 -0.199
C -1.35757 -0.98232 -0.32885 0.9 -1.1 2.2 -0.595
O -2.41381 -0.26720 -0.45146 -2.6 1.1 -0.9 -0.328
C 1.43635 0.39418 -0.24545 1.3 -1.1 2.5 -0.334
O 1.78340 0.90698 -1.49605 -1.2 1.2 -1.2 -0.097
H -0.41256 1.39858 -0.24902 -0.5 -0.2 0.5 0.103
H 0.34818 1.48031 1.36906 0.4 0.5 -0.2 0.080
H -1.48134 0.00586 1.58312 0.4 -0.6 0.1 0.081
H 0.05461 -1.10623 1.64037 -0.8 1.1 -0.8 0.099
H -0.70458 -0.93154 -1.20731 1.1 0.1 -0.4 0.056
H -1.49108 -2.11768 -0.21400 0.0 0.3 0.3 0.067
H 1.40897 -0.68080 -0.33539 -0.5 -0.6 -0.2 0.085
H 2.35066 0.48253 0.40104 -0.6 0.6 -0.4 0.112
H 0.94042 0.96637 -2.00025 0.8 -0.1 0.4 0.094


Entry 5:
15
Properties=species:S:1:pos:R:3:forces:R:3:lowdin_charge:R:1 method="wB97M-V/def2-TZVPD" homo_lumo_gap_ev=7.31 energy_ev=-8390.2319 charge=-1 relative_energy_ev=0.260 e_homo_ev=-3.711 lumo_energy_ev=3.599
C -1.66647 1.64757 0.33982 0.4 -0.1 -0.4 -0.172
C -2.40878 2.36484 1.45681 -0.1 0.3 0.0 -0.179
H -2.11420 0.69763 0.05863 -0.2 0.0 0.1 0.048
H -1.63462 2.24935 -0.57034 -0.1 0.1 0.0 0.064
H -0.62087 1.42312 0.54615 0.0 0.0 0.3 0.066
H -2.90681 1.69938 2.16075 0.0 -0.2 -0.1 0.054
H -3.17556 3.01840 1.02989 0.0 0.0 0.1 0.053
H -1.74854 2.99584 2.05231 0.1 0.1 -0.1 0.055
C -0.02196 -1.33394 -1.06163 -0.4 -0.4 -0.2 -0.068
C 1.39498 -1.19602 -0.48727 0.6 -0.2 0.3 -0.813
O 1.81322 -2.17314 0.18440 -0.2 0.2 -0.2 -0.122
O 1.96798 -0.09624 -0.68099 -0.2 -0.1 -0.1 -0.121
H -0.17192 -0.82072 -2.01237 0.1 0.4 0.2 0.054
H -0.66998 -0.92318 -0.29024 -0.3 0.1 -0.1 0.031
H -0.34768 -2.36422 -1.22687 0.3 -0.1 0.2 0.050


Entry 6:
15
Properties=species:S:1:pos:R:3:forces:R:3:lowdin_charge:R:1 method="wB97M-V/def2-TZVPD" homo_lumo_gap_ev=7.06 energy_ev=-8388.4713 charge=-1 relative_energy_ev=2.020 e_homo_ev=-3.293 lumo_energy_ev=3.771
C 2.24147 2.01317 -1.29734 2.5 -3.6 2.6 -0.225
C 1.07558 1.47229 -2.04196 -2.9 0.2 -3.2 -0.219
H 2.25936 1.42539 -0.22177 -0.2 1.9 -2.3 0.128
H 3.23592 1.65325 -1.67885 -0.9 0.1 -0.2 0.058
H 2.45297 3.02609 -1.16754 -0.6 1.9 0.3 0.017
H 0.38811 2.23251 -2.79722 2.1 -1.7 2.3 0.117
H 0.36040 1.03892 -1.30810 0.3 0.2 -0.8 0.047
H 1.36963 0.65398 -2.79341 -0.4 1.0 1.3 0.072
C -1.88353 0.02631 0.80448 0.3 0.0 0.6 -0.091
C -0.74556 -1.05738 0.96883 -4.8 -5.4 -0.7 -0.737
O -1.33339 -2.25514 0.66241 1.9 3.4 0.4 -0.259
O 0.36222 -0.95749 1.44962 1.2 1.6 0.2 -0.064
H -2.62812 0.00221 1.67636 0.6 -0.9 -1.5 0.073
H -2.30697 -0.04960 -0.24371 0.2 0.1 1.6 0.069
H -1.48965 0.99198 1.03390 0.7 1.2 -0.6 0.011


Entry 7:
15
Properties=species:S:1:pos:R:3:forces:R:3:lowdin_charge:R:1 method="wB97M-V/def2-TZVPD" homo_lumo_gap_ev=7.28 energy_ev=-8389.8730 charge=-1 relative_energy_ev=0.619 e_homo_ev=-3.697 lumo_energy_ev=3.583
C -1.29652 -0.75022 -0.50563 -0.5 -0.2 -0.7 -0.056
C -0.61880 -0.14266 -1.77356 0.6 0.2 0.3 -0.806
O -0.14456 -0.94519 -2.61056 -0.2 -0.1 0.2 -0.119
O -0.58152 1.10765 -1.79974 -0.1 0.2 0.0 -0.121
H -0.64816 -0.78510 0.38248 -0.3 -0.1 -0.7 0.016
H -1.67206 -1.72684 -0.79352 0.3 -0.5 0.3 0.044
H -2.20150 -0.18131 -0.29886 0.1 0.4 0.3 0.050
C 1.52175 0.90119 3.27650 -1.4 0.0 -1.4 -0.164
C 0.94983 -0.13161 2.27988 -0.9 -1.0 0.3 -0.177
H 1.63964 0.45744 4.26260 0.7 0.2 -0.1 0.053
H 2.36706 1.33154 2.75138 0.6 0.2 0.9 0.056
H 0.77793 1.68753 3.37204 0.0 0.3 0.2 0.052
H 1.63248 -0.36975 1.46133 0.0 0.0 0.2 0.068
H -0.02114 0.09043 1.78783 0.8 0.5 0.6 0.046
H 0.72749 -1.05612 2.84050 0.2 0.0 -0.4 0.060


Entry 8:
16
Properties=species:S:1:pos:R:3:forces:R:3:lowdin_charge:R:1 method="wB97M-V/def2-TZVPD" homo_lumo_gap_ev=11.00 energy_ev=-17677.0798 charge=0 smiles="C=C[P@@](C)(=O)OC" relative_energy_ev=1.937 e_homo_ev=-10.082 lumo_energy_ev=0.922
C -1.90201 -1.74965 -0.34973 0.2 0.3 -1.8 -0.070
C -1.44939 -0.58928 0.09700 2.1 0.4 1.0 -0.191
C 0.73908 1.66237 -1.59342 -2.7 -3.2 1.4 -0.090
C 1.00489 -0.09518 1.98295 -0.6 2.0 0.5 -0.157
O 1.30972 -1.09367 -0.68407 -0.1 -0.2 0.4 -0.320
O 0.63617 1.38158 -0.20084 0.3 -1.1 1.4 -0.310
P 0.54308 -0.20215 0.20240 -2.0 1.7 0.0 0.607
H -2.98864 -1.96971 -0.47019 1.0 0.1 0.3 0.069
H -1.16387 -2.29267 -0.96007 -0.5 -0.6 0.7 0.056
H -2.14939 0.12895 0.50342 0.2 0.3 0.3 0.051
H 1.59730 2.13354 -1.77760 3.3 1.9 -0.9 0.051
H -0.13280 2.18393 -1.78436 -1.4 1.5 -1.0 0.070
H 0.66059 0.69264 -2.05771 0.4 0.0 -1.0 0.073
H 0.04087 -0.35913 2.45965 1.0 -0.5 0.4 0.040
H 1.86637 -0.71110 2.11427 0.0 -1.3 0.3 0.024
H 1.38804 0.87952 2.51831 -1.2 -1.3 -1.9 0.096


Entry 9:
16
Properties=species:S:1:pos:R:3:forces:R:3:lowdin_charge:R:1 method="wB97M-V/def2-TZVPD" homo_lumo_gap_ev=7.98 energy_ev=-16266.0903 charge=-1 relative_energy_ev=1.582 e_homo_ev=-4.180 lumo_energy_ev=3.799
C -2.01279 -0.49953 0.01269 -1.2 0.7 0.2 -0.796
C 0.07802 -0.74630 1.46915 -0.5 1.1 -1.3 -0.114
C 0.28777 -1.08652 -1.26971 -3.0 4.4 0.5 -0.025
C -0.57682 -0.17859 0.20776 2.7 -1.4 -2.2 -0.469
O -2.66319 0.60495 -0.08865 -0.3 -0.2 0.5 -0.178
O -2.48364 -1.62969 -0.04836 0.0 -1.0 0.1 -0.026
Si -0.69566 1.66600 -0.23375 0.6 -2.2 0.3 0.549
H 1.14169 -0.45041 1.44082 -0.3 -0.8 0.2 0.071
H -0.22141 -1.78400 1.43746 0.7 -0.6 0.4 0.065
H -0.38717 -0.28265 2.32199 -0.2 0.2 0.6 0.059
H 1.32854 -0.73239 -1.37419 -0.6 -0.3 0.1 0.021
H -0.42445 -0.69229 -2.14134 1.9 -1.0 1.6 0.082
H 0.13450 -2.11895 -1.12149 0.0 -1.1 0.3 0.002
H 0.75525 1.80337 -0.62940 0.3 1.0 0.4 -0.090
H -1.25959 2.66901 0.64579 0.3 0.6 0.6 -0.077
H -1.34981 1.66864 -1.45239 -0.4 0.7 -2.3 -0.075


Entry 10:
16
Properties=species:S:1:pos:R:3:forces:R:3:lowdin_charge:R:1 method="wB97M-V/def2-TZVPD" homo_lumo_gap_ev=7.60 energy_ev=-10436.8589 charge=-1 relative_energy_ev=1.607 e_homo_ev=-3.936 lumo_energy_ev=3.669
C -0.71290 0.34865 -1.87673 0.0 -0.6 0.2 -0.210
C 0.54956 -0.47165 -1.90226 1.4 -0.2 2.0 -0.166
C -0.73352 1.39721 -0.70282 -1.0 1.7 -0.8 -0.754
O 0.30814 1.71119 -0.09351 0.6 -1.0 0.0 -0.087
O -1.83426 2.00242 -0.58966 -0.1 -0.8 0.0 -0.121
H -0.82760 0.87470 -2.83842 -0.3 0.0 0.4 0.096
H -1.54558 -0.36836 -1.73985 0.0 0.7 -0.2 0.095
H 0.61557 -1.33091 -2.55647 -0.2 0.1 -0.8 0.041
H 0.66166 -0.95062 -0.88892 0.0 0.5 -0.7 0.070
H 1.44032 0.18451 -1.99399 -0.4 -0.5 -0.1 0.072
C 0.46726 -0.19749 2.53477 2.5 -1.7 -0.1 -0.109
O 0.44499 -1.66272 2.89564 -1.8 1.4 -1.1 -0.180
H -0.34924 -1.92824 2.41195 0.2 -0.6 0.3 0.049
H 0.42456 0.27035 3.50263 1.1 0.7 0.2 0.057
H 1.38184 -0.19790 1.85805 -0.9 1.1 1.4 0.097
H -0.29078 0.31885 1.97958 -1.1 -0.8 -0.7 0.049